[1]
DFT (the ωB97M-V functional and the def2-TZVPD basis) results for a structure of composition C19H45ClN5O7 in a non-equilibrium geometry.

```
77
Properties=species:S:1:pos:R:3:lowdin_charge:R:1
Cl -28.33 16.52 0.00 0.962
C -22.76 19.39 -3.12 -0.148
O -23.63 18.87 -2.17 -0.175
C -24.46 17.72 -2.62 -0.120
C -25.62 17.57 -1.69 -0.208
O -25.24 17.07 -0.37 -0.085
C -26.30 16.79 0.51 -0.253
H -22.24 18.61 -3.68 0.080
H -22.10 20.10 -2.63 0.088
H -23.34 19.91 -3.89 0.078
H -23.83 16.83 -2.60 0.135
H -24.81 17.79 -3.65 0.137
H -26.29 16.89 -2.23 0.020
H -26.17 18.51 -1.58 0.093
H -25.85 16.67 1.50 0.128
H -26.81 15.89 0.19 -0.006
H -26.97 17.65 0.48 0.010
C -30.95 14.91 0.41 -0.059
C -30.51 14.47 -0.99 -0.533
O -31.10 13.55 -1.56 0.030
N -29.41 15.03 -1.53 -0.074
C -28.89 14.72 -2.89 -0.046
H -30.28 15.64 0.87 0.001
H -30.99 14.07 1.10 0.028
H -32.00 15.23 0.39 0.127
H -28.99 15.78 -0.98 -0.159
H -29.72 14.51 -3.56 0.098
H -28.31 13.80 -2.86 0.098
H -28.29 15.51 -3.34 0.072
C -29.09 17.65 2.67 -0.012
C -29.57 16.27 2.96 -0.482
O -30.05 16.08 4.09 0.018
N -29.43 15.31 2.04 -0.081
C -29.73 13.89 2.18 -0.091
H -29.94 18.31 2.54 0.096
H -28.41 17.67 1.82 0.027
H -28.46 18.03 3.47 0.121
H -28.81 15.57 1.28 -0.018
H -29.35 13.50 3.13 0.115
H -29.14 13.38 1.42 0.016
H -30.79 13.64 2.05 0.092
C -31.08 17.86 0.46 -0.019
C -30.12 18.90 1.03 -0.557
O -30.67 19.90 1.54 0.036
N -28.80 18.74 0.82 -0.239
C -27.86 19.66 1.33 -0.072
H -30.49 16.97 0.21 0.011
H -31.60 18.28 -0.39 0.078
H -31.73 17.48 1.25 0.123
H -28.42 17.90 0.41 -0.146
H -28.03 19.91 2.38 0.101
H -27.92 20.58 0.75 0.090
H -26.88 19.22 1.48 0.111
C -28.01 19.45 -1.34 -0.024
C -29.41 19.00 -1.58 -0.532
O -30.28 19.84 -1.78 0.047
N -29.64 17.66 -1.56 -0.043
C -30.95 17.03 -1.84 -0.070
H -27.44 18.60 -0.96 0.031
H -27.85 20.29 -0.68 0.074
H -27.57 19.69 -2.31 0.109
H -28.99 17.07 -1.05 -0.171
H -31.11 16.23 -1.12 0.041
H -30.95 16.66 -2.86 0.106
H -31.71 17.80 -1.68 0.081
C -27.76 13.19 0.41 0.000
C -26.97 13.53 -0.80 -0.548
O -26.56 12.60 -1.49 0.030
N -27.01 14.77 -1.22 -0.055
C -26.41 15.27 -2.48 -0.033
H -28.49 13.99 0.54 0.029
H -27.10 13.16 1.28 0.123
H -28.33 12.26 0.38 0.124
H -27.69 15.40 -0.82 -0.083
H -26.05 16.30 -2.47 -0.039
H -27.18 15.08 -3.23 0.038
H -25.54 14.62 -2.63 0.123
```

Output
DFT total energy   -2010.5485 Ha
M   491.0 g mol⁻¹
HOMO energy   -0.1993 Eh
Net charge   -1
Energy relative to the best compared isomer or geometry (same formula, charge and spin)   762.4 kcal/mol
E_LUMO   0.09030 hartree


[2]
DFT (the ωB97M-V functional and the def2-TZVPD basis) results for a structure of composition C18H24N4O4S in a non-equilibrium geometry.

```
51
Properties=species:S:1:pos:R:3:lowdin_charge:R:1
C -2.85 -1.66 1.54 -0.013
H -2.19 -2.58 1.67 0.098
H -3.76 -1.85 1.15 0.010
H -2.90 -1.08 2.33 0.013
C -2.19 -1.06 0.19 -0.094
N -2.96 0.28 0.12 -0.169
C -2.09 1.31 -0.16 -0.296
H -2.58 2.19 -1.03 0.196
C -1.47 2.14 0.82 -0.172
N -0.24 2.90 0.59 0.096
C 0.92 2.73 0.84 -0.599
O 1.15 1.60 1.31 0.020
C 2.09 3.25 0.15 -0.221
C 2.66 2.90 -0.99 -0.239
N 2.91 1.39 -0.94 0.045
C 3.98 1.03 0.00 -0.701
S 5.28 1.96 0.30 0.682
N 4.16 -0.30 0.31 0.053
C 3.36 -1.10 -0.05 -0.230
C 2.07 -0.82 -0.59 -0.007
C 1.05 -1.82 -1.06 0.110
C 1.18 -2.98 -0.34 -0.335
C 2.45 -3.31 0.28 -0.168
C 3.38 -2.47 0.66 0.113
H 4.33 -2.62 0.79 0.063
O 2.48 -4.71 0.56 -0.036
C 1.18 -5.41 0.07 0.163
O 0.53 -4.02 -0.63 0.017
H 0.47 -5.62 1.02 0.178
H 1.39 -6.09 -0.56 0.040
H 0.23 -1.41 -1.57 0.097
C 1.87 0.49 -1.26 -0.486
O 0.95 0.94 -1.72 0.156
H 5.00 -0.59 0.74 0.143
H 1.88 2.81 -1.83 0.161
H 3.61 3.52 -1.27 0.146
H 1.73 4.44 -0.12 0.182
H 2.87 3.52 1.27 0.225
H -0.46 3.77 0.00 0.197
H -1.18 1.49 1.71 0.147
H -2.10 2.65 1.57 0.132
H -1.31 1.14 -0.71 0.039
C -4.14 0.17 -0.79 -0.260
C -5.18 1.11 -0.49 -0.102
H -5.52 1.24 0.46 0.057
H -5.85 1.00 -1.15 0.003
H -4.69 2.15 -0.66 0.115
H -4.33 -0.93 -0.63 0.120
H -3.72 0.38 -1.99 0.183
H -1.33 -0.59 0.70 0.122
H -2.13 -1.47 -0.61 0.008
```

Output
DFT total energy   -1617.9008 Ha
M   392.5 g mol⁻¹
HOMO energy   -0.2676 Eh
Energy relative to the best compared isomer or geometry (same formula, charge and spin)   432.7 kcal/mol
E_LUMO   0.01339 hartree


[3]
DFT (the ωB97M-V functional and the def2-TZVPD basis) results for a cluster of 5 separate species, C16H46N4O5 in total in a non-equilibrium geometry.

```
71
Properties=species:S:1:pos:R:3:lowdin_charge:R:1
O 4.28 -11.90 7.08 -0.060
H 3.37 -12.12 7.30 -0.017
H 4.21 -11.21 6.43 0.032
C 0.40 -11.84 9.43 -0.058
C 1.58 -12.83 9.20 -0.387
C 1.25 -14.17 9.91 -0.162
O 2.44 -14.99 10.02 -0.250
C 2.23 -16.20 10.74 -0.090
N 1.65 -13.12 7.76 0.044
H 0.72 -10.89 9.00 0.072
H 0.30 -11.64 10.50 0.078
H -0.54 -12.16 8.98 0.084
H 2.45 -12.32 9.59 0.132
H 0.36 -14.70 9.58 0.134
H 1.10 -13.94 10.96 0.120
H 3.12 -16.79 10.51 0.095
H 1.33 -16.72 10.42 0.089
H 2.18 -16.12 11.83 0.088
H 0.75 -13.42 7.43 0.088
H 2.20 -13.97 7.72 0.026
C 7.93 -7.90 11.60 -0.020
C 7.73 -8.01 10.11 -0.352
C 6.41 -7.45 9.54 -0.136
O 5.22 -8.15 9.80 -0.076
C 5.06 -9.47 9.21 -0.009
N 8.86 -7.37 9.44 0.239
H 8.81 -8.45 11.92 0.102
H 7.03 -8.31 12.06 0.098
H 7.99 -6.87 11.96 0.100
H 7.87 -9.05 9.81 0.158
H 6.53 -7.43 8.46 0.133
H 6.20 -6.41 9.83 0.156
H 5.20 -9.40 8.14 0.095
H 4.07 -9.82 9.49 0.101
H 5.78 -10.18 9.64 0.106
H 8.80 -7.57 8.45 0.131
H 8.97 -6.37 9.51 0.142
C 5.79 -14.41 0.44 -0.050
C 6.54 -14.90 1.69 -0.451
C 6.05 -14.40 3.04 -0.215
O 6.30 -13.00 3.08 -0.181
C 5.65 -12.29 4.15 -0.114
N 6.39 -16.33 1.60 0.022
H 5.80 -13.33 0.58 0.072
H 4.73 -14.68 0.44 0.083
H 6.30 -14.82 -0.43 0.079
H 7.60 -14.63 1.66 0.135
H 6.53 -14.91 3.88 0.115
H 5.00 -14.70 3.07 0.117
H 5.91 -12.56 5.17 0.064
H 4.59 -12.41 3.92 0.092
H 5.83 -11.22 4.17 0.076
H 6.57 -16.55 0.63 0.063
H 7.08 -16.83 2.14 0.074
C 4.68 -15.93 5.71 -0.060
C 3.60 -15.82 6.73 -0.457
C 2.77 -17.14 6.95 -0.142
O 2.18 -17.51 5.69 -0.177
C 0.90 -16.97 5.44 -0.121
N 4.21 -15.48 8.00 0.057
H 5.47 -16.56 6.11 0.092
H 5.03 -14.90 5.61 0.059
H 4.44 -16.40 4.75 0.087
H 2.91 -15.02 6.45 0.107
H 2.11 -17.07 7.81 0.106
H 3.42 -17.96 7.23 0.128
H 0.25 -16.96 6.31 0.077
H 0.39 -17.48 4.63 0.091
H 0.93 -15.91 5.20 0.074
H 4.48 -14.51 7.92 0.061
H 3.43 -15.43 8.63 0.007
```

Output
<S²>   0.758
DFT total energy   -1231.9669 Ha
M   374.6 g mol⁻¹
HOMO energy (spin up / spin down)   -0.3861 / -0.3861 Eh
Net charge   +1
Energy relative to the best compared isomer or geometry (same formula, charge and spin)   24.0 kcal/mol
Multiplicity   2
E_LUMO (spin up / spin down)   -0.10786 / -0.32343 hartree


[4]
DFT (the ωB97M-V functional and the def2-TZVPD basis) results for a structure of composition C49H35Br2IrN5O2PSSe in a non-equilibrium geometry.

```
97
Properties=species:S:1:pos:R:3:lowdin_charge:R:1
Ir -0.07 -1.07 0.70 1.235
C 1.96 4.83 -2.22 -0.056
C 2.50 3.56 -2.12 -0.060
C 1.77 2.55 -1.51 -0.113
C 0.52 2.81 -0.97 -0.343
C 0.01 4.10 -1.01 -0.086
C 0.72 5.10 -1.66 -0.052
P -0.38 1.44 -0.13 1.149
C -0.90 2.35 1.36 -0.360
C 0.12 2.97 2.10 -0.108
C -0.17 3.64 3.27 -0.061
C -1.49 3.71 3.71 -0.065
C -2.50 3.11 2.98 -0.069
C -2.21 2.42 1.81 -0.073
C -1.98 1.20 -0.99 -0.302
C -2.69 2.24 -1.57 -0.065
C -4.00 2.06 -2.01 -0.049
C -4.62 0.84 -1.83 0.002
C -3.91 -0.25 -1.29 -0.160
C -4.53 -1.51 -1.12 0.002
C -3.80 -2.60 -0.65 -0.058
C -2.46 -2.51 -0.40 -0.074
C -1.71 -1.28 -0.64 -0.418
C -2.55 -0.08 -0.91 -0.160
H 2.52 5.61 -2.70 0.113
H 3.49 3.35 -2.51 0.115
H 2.20 1.56 -1.43 0.101
H -0.92 4.35 -0.52 0.110
H 0.31 6.09 -1.72 0.114
H 1.14 2.92 1.74 0.112
H 0.62 4.10 3.84 0.114
H -1.72 4.22 4.63 0.115
H -3.52 3.18 3.32 0.115
H -3.00 1.95 1.24 0.112
H -2.22 3.21 -1.70 0.089
H -4.54 2.88 -2.46 0.114
H -5.64 0.69 -2.13 0.122
H -5.57 -1.62 -1.39 0.118
H -4.30 -3.56 -0.54 0.121
H -1.89 -3.41 -0.17 0.105
C -0.03 1.59 -6.99 -0.035
C 0.28 0.69 -5.84 -0.247
C 0.54 -0.66 -6.05 -0.010
C 0.70 -1.53 -4.98 -0.028
C 0.64 -1.02 -3.70 -0.259
C 0.44 0.33 -3.47 -0.067
C 0.27 1.18 -4.54 -0.005
S 0.35 -2.09 -2.29 0.798
O 0.34 -3.46 -2.69 -0.215
O -1.03 -1.47 -1.99 -0.252
N 1.14 -1.82 -0.93 -0.240
C 2.19 -2.68 -0.66 -0.294
C 3.10 -3.07 -1.63 -0.023
C 4.12 -3.98 -1.33 -0.051
C 4.26 -4.50 -0.06 -0.018
C 3.37 -4.10 0.96 -0.134
C 3.48 -4.56 2.29 0.023
C 2.61 -4.08 3.24 -0.030
C 1.61 -3.18 2.84 -0.139
N 1.45 -2.78 1.61 0.057
C 2.33 -3.19 0.66 -0.161
H 0.89 1.90 -7.49 0.093
H -0.56 2.48 -6.65 0.081
H -0.66 1.08 -7.72 0.088
H 0.58 -1.05 -7.06 0.125
H 0.84 -2.59 -5.13 0.123
H 0.37 0.69 -2.46 0.048
H 0.09 2.23 -4.35 0.119
H 3.00 -2.67 -2.63 0.111
H 4.81 -4.28 -2.11 0.113
H 5.03 -5.22 0.16 0.119
H 4.25 -5.27 2.54 0.128
H 2.68 -4.38 4.27 0.118
H 0.93 -2.78 3.58 0.108
Br 4.41 1.10 5.27 0.818
C 3.15 0.63 3.93 -0.642
C 3.60 0.40 2.61 -0.057
C 2.67 0.03 1.68 -0.121
N 1.37 -0.09 1.95 -0.062
C 0.90 0.16 3.22 -0.207
C 1.82 0.52 4.23 -0.034
C -0.50 0.03 3.41 -0.188
C -1.17 0.51 4.55 -0.046
C -2.52 0.33 4.66 -0.648
Br -3.46 1.04 6.14 0.822
C -3.24 -0.31 3.63 -0.073
C -2.53 -0.70 2.52 -0.204
N -1.21 -0.57 2.38 -0.033
H 4.64 0.50 2.36 0.112
H 2.97 -0.20 0.67 0.118
H 1.48 0.67 5.24 0.114
H -0.63 1.05 5.30 0.114
H -4.30 -0.48 3.71 0.123
H -3.06 -1.14 1.68 0.094
Se -2.32 -3.79 3.15 0.495
C -0.98 -4.94 2.98 -1.005
N -0.07 -5.65 2.86 0.017
```

Output
<S²>   0.799
DFT total energy   -10705.5787 Ha
M   1219.9 g mol⁻¹
HOMO energy (spin up / spin down)   -0.3150 / -0.3149 Eh
Net charge   +1
Energy relative to the best compared isomer or geometry (same formula, charge and spin)   44.7 kcal/mol
Multiplicity   2
E_LUMO (spin up / spin down)   -0.14352 / -0.14466 hartree